{
  "formula": "C22H25ClN4O2S",
  "method": "wB97M-V/def2-TZVPD",
  "smiles": "Cc1cc(C(=O)CSc2nnc(-c3ccc(Cl)cc3)n2C[C@H]2CCCO2)c(C)n1C",
  "largest_force_ev_per_a": 1.26,
  "e_lumo_ev": 0.6,
  "relative_energy_kj_mol": 0.0,
  "orbital_gap_ha": 0.3166,
  "total_energy_ha": -2081.2257,
  "homo_ev": -8.00,
  "species": ["C", "C", "C", "C", "C", "O", "C", "S", "C", "N", "N", "C", "C", "C", "C", "C", "Cl", "C", "C", "N", "C", "C", "C", "C", "C", "O", "C", "C", "N", "C", "H", "H", "H", "H", "H", "H", "H", "H", "H", "H", "H", "H", "H", "H", "H", "H", "H", "H", "H", "H", "H", "H", "H", "H", "H"],
  "positions_angstrom": [[-3.337, 5.911, 3.172], [-3.079, 4.524, 2.702], [-2.943, 4.054, 1.430], [-2.703, 2.652, 1.510], [-2.477, 1.733, 0.422], [-2.363, 0.528, 0.542], [-2.380, 2.394, -0.948], [-1.869, 1.174, -2.186], [-0.302, 0.857, -1.512], [0.363, 1.667, -0.731], [1.515, 1.067, -0.427], [1.563, -0.095, -1.031], [2.702, -0.989, -0.921], [3.127, -1.811, -1.963], [4.234, -2.624, -1.808], [4.928, -2.614, -0.608], [6.306, -3.637, -0.412], [4.533, -1.786, 0.432], [3.427, -0.977, 0.271], [0.408, -0.284, -1.755], [-0.107, -1.449, -2.419], [-0.147, -2.679, -1.488], [-0.944, -2.406, -0.196], [-1.993, -3.521, -0.178], [-2.100, -3.870, -1.661], [-0.781, -3.752, -2.160], [-2.701, 2.329, 2.866], [-2.474, 1.021, 3.525], [-2.931, 3.464, 3.567], [-2.971, 3.539, 5.001], [-4.288, 5.981, 3.703], [-2.545, 6.256, 3.837], [-3.377, 6.575, 2.314], [-3.014, 4.640, 0.537], [-3.351, 2.776, -1.263], [-1.641, 3.194, -0.937], [2.612, -1.807, -2.911], [4.561, -3.259, -2.616], [5.089, -1.779, 1.356], [3.106, -0.318, 1.062], [-1.127, -1.218, -2.740], [0.481, -1.684, -3.311], [0.880, -2.999, -1.272], [-0.300, -2.430, 0.681], [-1.431, -1.432, -0.233], [-2.940, -3.196, 0.243], [-1.628, -4.384, 0.380], [-2.432, -4.890, -1.856], [-2.770, -3.167, -2.177], [-1.659, 1.087, 4.245], [-2.224, 0.284, 2.768], [-3.370, 0.688, 4.051], [-3.462, 4.459, 5.310], [-1.960, 3.523, 5.418], [-3.526, 2.691, 5.404]],
  "mulliken_charge": [-1.66, 0.33, -0.84, 1.16, 0.28, -0.64, -0.99, -0.30, 0.47, -0.41, -0.81, 0.33, 0.53, -0.17, -0.78, 0.37, -0.22, -0.70, -0.53, 0.32, -1.23, 0.72, 0.22, -0.64, -0.49, -0.52, 0.41, -1.53, 0.14, -1.10, 0.36, 0.36, 0.36, 0.44, 0.64, 0.41, 0.45, 0.42, 0.42, 0.47, 0.38, 0.17, 0.02, 0.39, -0.33, 0.35, 0.27, 0.38, 0.24, 0.39, 0.24, 0.36, 0.40, 0.31, 0.36]
}

{
  "formula": "C8H22Br3N4O3P",
  "method": "wB97M-V/def2-TZVPD",
  "largest_force_ev_per_a": 5.94,
  "e_lumo_ev": -1.0,
  "relative_energy_kj_mol": 683.5,
  "orbital_gap_ha": 0.2613,
  "total_energy_ha": -8825.8314,
  "homo_ev": -8.15,
  "species": ["C", "N", "O", "O", "H", "H", "H", "O", "P", "N", "C", "C", "N", "C", "C", "N", "C", "C", "H", "H", "H", "H", "H", "H", "H", "H", "H", "H", "H", "H", "H", "H", "H", "H", "H", "H", "C", "Br", "Br", "Br", "H"],
  "positions_angstrom": [[3.971, 0.153, 1.315], [2.658, -0.656, 1.279], [2.803, -1.851, 1.111], [1.569, -0.110, 1.478], [3.613, 1.181, 1.270], [4.617, -0.148, 0.490], [4.502, 0.227, 2.264], [0.106, 0.119, -2.369], [-0.674, 0.557, -1.128], [-0.362, 2.243, -0.775], [-0.750, 3.133, -1.960], [0.877, 2.678, -0.123], [-0.177, -0.346, 0.260], [-0.718, -0.048, 1.561], [0.561, -1.601, 0.079], [-2.394, 0.376, -1.292], [-3.301, 0.971, -0.344], [-2.979, -0.811, -1.966], [-0.206, 2.660, -2.778], [-0.428, 4.174, -1.942], [-1.777, 3.171, -2.323], [1.783, 2.783, -0.719], [1.108, 1.898, 0.603], [0.666, 3.604, 0.412], [-0.078, -0.485, 2.328], [-0.821, 1.003, 1.830], [-1.747, -0.398, 1.633], [1.255, -1.480, -0.752], [1.247, -1.710, 0.919], [-0.095, -2.458, -0.074], [-4.193, 1.365, -0.831], [-3.674, 0.249, 0.382], [-2.872, 1.787, 0.237], [-2.461, -0.998, -2.906], [-4.038, -0.738, -2.214], [-2.955, -1.692, -1.325], [1.220, -3.608, 1.235], [0.927, -4.471, -0.483], [1.881, -4.840, 2.566], [-0.610, -3.085, 1.843], [1.948, -2.796, 1.212]],
  "mulliken_charge": [-0.91, 0.67, -0.51, -0.39, 0.29, 0.35, 0.31, -0.91, 0.35, 0.16, -1.17, -0.69, 0.64, -1.22, -2.29, 0.16, -1.11, -1.02, 0.41, 0.39, 0.30, 0.31, -0.01, 0.40, 0.60, 0.31, 0.19, 0.41, 1.11, 0.60, 0.35, 0.37, 0.34, 0.30, 0.36, 0.31, 0.86, -0.04, -0.10, -0.04, -0.45]
}

{
  "formula": "C28H38FN5O7STi",
  "method": "wB97M-V/def2-TZVPD",
  "largest_force_ev_per_a": 0.51,
  "e_lumo_ev": -5.7,
  "relative_energy_kj_mol": 41.9,
  "total_charge": 2,
  "orbital_gap_ha": 0.2930,
  "total_energy_ha": -3237.4200,
  "homo_ev": -13.64,
  "species": ["Ti", "F", "C", "C", "C", "C", "O", "C", "C", "N", "C", "C", "C", "C", "C", "C", "N", "C", "C", "N", "C", "C", "C", "O", "O", "H", "H", "H", "H", "H", "H", "H", "H", "H", "H", "H", "H", "H", "H", "H", "H", "H", "H", "O", "C", "O", "C", "O", "O", "C", "C", "C", "C", "N", "C", "S", "N", "C", "C", "C", "C", "H", "H", "H", "H", "H", "H", "H", "H", "H", "H", "H", "H", "H", "H", "H", "H", "H", "H", "H", "H"],
  "positions_angstrom": [[0.016, -0.191, -0.424], [5.793, 3.491, -0.202], [5.701, 2.154, -0.299], [4.463, 1.594, -0.365], [4.330, 0.200, -0.417], [3.019, -0.407, -0.464], [1.989, 0.340, -0.393], [2.970, -1.812, -0.567], [4.140, -2.531, -0.526], [5.352, -1.980, -0.419], [6.526, -2.836, -0.405], [6.493, -4.089, 0.414], [7.333, -2.929, 0.859], [5.485, -0.595, -0.391], [6.750, 0.004, -0.353], [6.887, 1.382, -0.296], [8.161, 1.963, -0.245], [9.195, 1.390, 0.597], [10.471, 1.224, -0.230], [10.517, 2.349, -1.248], [9.899, 3.602, -0.696], [8.395, 3.375, -0.530], [1.690, -2.562, -0.726], [1.584, -3.738, -0.525], [0.696, -1.781, -1.157], [3.585, 2.225, -0.352], [4.107, -3.610, -0.580], [7.040, -2.859, -1.358], [6.980, -4.957, -0.003], [5.605, -4.296, 0.994], [8.407, -3.004, 0.764], [6.972, -2.370, 1.712], [7.629, -0.620, -0.385], [8.891, 0.424, 0.990], [9.381, 2.029, 1.468], [10.483, 0.296, -0.797], [11.376, 1.294, 0.370], [9.995, 2.063, -2.078], [11.478, 2.520, -1.542], [10.111, 4.422, -1.379], [10.408, 3.795, 0.247], [7.878, 3.643, -1.452], [8.041, 4.047, 0.256], [-0.194, 3.447, -1.123], [-0.490, 2.409, -0.654], [-0.595, 1.225, -1.388], [-0.717, 2.063, 0.847], [-1.329, 2.710, 1.622], [-0.093, 0.884, 1.088], [-3.927, 3.865, -1.488], [-4.864, 2.976, -0.683], [-5.556, 1.892, -1.510], [-4.601, 0.939, -2.216], [-3.785, 0.252, -1.206], [-2.890, -0.713, -1.305], [-2.151, -1.236, 0.196], [-2.482, -1.295, -2.425], [-2.857, -1.067, -3.828], [-1.768, -1.629, -4.732], [-0.428, -0.904, -4.606], [-0.499, 0.577, -4.955], [-3.514, 4.660, -0.869], [-4.449, 4.331, -2.326], [-3.080, 3.311, -1.901], [-5.637, 3.586, -0.212], [-4.315, 2.536, 0.159], [-6.165, 2.359, -2.287], [-6.245, 1.318, -0.885], [-3.947, 1.501, -2.882], [-5.151, 0.202, -2.799], [-3.900, 0.580, -0.258], [-1.894, -2.101, -2.259], [-2.961, 0.000, -3.993], [-3.817, -1.544, -4.034], [-2.131, -1.564, -5.760], [-1.647, -2.697, -4.528], [0.293, -1.405, -5.255], [-0.035, -1.031, -3.591], [-0.975, 0.733, -5.925], [0.497, 1.016, -5.005], [-1.056, 1.149, -4.210]],
  "mulliken_charge": [0.19, -0.32, 0.10, -0.47, 0.84, 2.16, -0.67, -0.50, -0.52, 0.21, -0.35, -0.97, -0.37, -0.38, -0.70, -1.06, 0.24, -0.78, -0.72, -0.14, -0.79, -0.70, 0.18, -0.57, -0.24, 0.64, 0.74, 0.43, 0.27, 0.37, 0.31, 0.22, 0.93, 0.54, 0.32, 0.42, 0.39, 0.38, 0.35, 0.40, 0.37, 0.52, 0.39, -0.48, 0.83, -0.02, 0.25, -0.47, -0.47, -0.96, -0.26, -1.19, -0.53, -0.04, 0.69, -0.43, -0.06, -0.50, -1.28, 0.72, -1.13, 0.35, 0.34, 0.02, 0.37, 0.26, 0.40, 0.40, 0.34, 0.44, 0.32, 0.30, 0.31, 0.28, 0.37, 0.45, 0.43, -0.58, 0.36, 0.36, 0.12]
}

{
  "formula": "C31H21BrI2N4O2Zn",
  "method": "wB97M-V/def2-TZVPD",
  "largest_force_ev_per_a": 0.33,
  "e_lumo_ev": -1.0,
  "relative_energy_kj_mol": 44.1,
  "orbital_gap_ha": 0.2253,
  "total_energy_ha": -6512.2926,
  "homo_ev": -7.15,
  "species": ["Zn", "Br", "C", "C", "C", "C", "O", "C", "C", "N", "C", "C", "C", "C", "C", "C", "C", "C", "N", "C", "C", "H", "H", "H", "H", "H", "H", "H", "H", "H", "H", "I", "C", "C", "C", "I", "C", "C", "C", "C", "N", "C", "C", "O", "H", "H", "H", "H", "N", "C", "C", "C", "C", "C", "C", "H", "H", "H", "H", "H", "H", "H"],
  "positions_angstrom": [[0.207, 0.380, 0.996], [-4.680, -5.315, 0.766], [-3.241, -4.095, 0.963], [-2.021, -4.543, 1.503], [-0.971, -3.680, 1.645], [-1.066, -2.312, 1.260], [-0.043, -1.551, 1.388], [-2.316, -1.874, 0.729], [-2.587, -0.532, 0.334], [-1.800, 0.495, 0.407], [-2.278, 1.779, 0.042], [-3.557, 2.092, -0.342], [-3.927, 3.413, -0.667], [-3.024, 4.431, -0.611], [-1.690, 4.155, -0.233], [-0.684, 5.147, -0.194], [0.593, 4.803, 0.132], [0.871, 3.460, 0.452], [-0.042, 2.521, 0.454], [-1.318, 2.836, 0.096], [-3.384, -2.796, 0.587], [-1.921, -5.579, 1.801], [-0.025, -4.016, 2.051], [-3.590, -0.392, -0.067], [-4.319, 1.328, -0.402], [-4.949, 3.609, -0.967], [-3.308, 5.446, -0.859], [-0.945, 6.171, -0.435], [1.392, 5.531, 0.149], [1.881, 3.162, 0.714], [-4.326, -2.451, 0.175], [4.843, 0.858, -1.078], [4.217, 1.171, 0.885], [5.107, 1.665, 1.850], [4.705, 1.857, 3.144], [6.097, 2.599, 4.521], [3.375, 1.565, 3.530], [2.861, 1.684, 4.843], [1.557, 1.381, 5.105], [0.724, 0.975, 4.051], [1.163, 0.850, 2.823], [2.476, 1.102, 2.541], [2.890, 0.866, 1.172], [2.058, 0.409, 0.295], [6.124, 1.892, 1.559], [3.517, 2.013, 5.638], [1.157, 1.453, 6.107], [-0.323, 0.752, 4.221], [2.061, -2.425, -0.571], [1.516, -2.806, -1.786], [0.341, -3.565, -1.836], [-0.169, -3.998, -3.050], [0.469, -3.685, -4.243], [1.627, -2.918, -4.200], [2.145, -2.479, -2.992], [2.684, -1.631, -0.595], [1.411, -2.357, 0.200], [-0.167, -3.813, -0.910], [-1.077, -4.589, -3.062], [0.074, -4.034, -5.189], [2.135, -2.655, -5.120], [3.045, -1.874, -2.967]],
  "mulliken_charge": [0.38, -0.21, -0.26, -0.19, -0.39, -0.02, -0.55, 0.15, 0.39, 0.26, 0.39, -0.90, -1.00, -0.84, 1.01, -0.60, -0.99, 0.06, 0.51, 0.32, -0.81, 0.42, 0.43, 0.14, 0.31, 0.39, 0.41, 0.43, 0.44, 0.29, 0.45, 0.03, -0.16, -0.43, -0.16, 0.05, 0.56, -0.73, -0.85, -0.22, -0.19, 0.56, 0.45, -0.74, 0.36, 0.18, 0.40, 0.49, -0.54, 0.45, 0.13, -0.68, -0.49, -0.55, -0.45, 0.18, 0.22, 0.29, 0.39, 0.38, 0.35, 0.30]
}

{
  "formula": "C9H14",
  "method": "wB97M-V/def2-TZVPD",
  "smiles": "Cc1ccccc1.CC",
  "largest_force_ev_per_a": 3.60,
  "e_lumo_ev": 1.0,
  "relative_energy_kj_mol": 98.1,
  "orbital_gap_ha": 0.3583,
  "total_energy_ha": -351.2928,
  "homo_ev": -8.78,
  "species": ["C", "C", "C", "C", "C", "C", "C", "H", "H", "H", "H", "H", "H", "H", "H", "C", "C", "H", "H", "H", "H", "H", "H"],
  "positions_angstrom": [[-1.515, -1.034, 1.763], [-1.370, -0.188, 0.550], [-1.002, 1.196, 0.728], [-0.819, 1.958, -0.372], [-0.826, 1.365, -1.745], [-1.105, 0.031, -1.939], [-1.423, -0.672, -0.765], [-0.574, -1.048, 2.411], [-1.717, -2.053, 1.424], [-2.365, -0.717, 2.409], [-0.966, 1.498, 1.729], [-0.473, 2.978, -0.342], [-0.563, 2.066, -2.574], [-1.151, -0.501, -2.846], [-1.665, -1.707, -0.864], [2.494, -1.100, 0.286], [3.936, -0.728, 0.728], [1.856, -0.210, 0.263], [2.520, -1.599, -0.649], [1.903, -1.648, 0.992], [4.533, -0.062, 0.208], [3.908, -0.284, 1.723], [4.537, -1.683, 0.721]],
  "mulliken_charge": [-1.41, 0.75, -0.42, -0.60, -0.21, -0.78, -0.21, 0.26, 0.37, 0.37, 0.47, 0.35, 0.31, 0.46, 0.29, -0.66, -0.99, 0.15, 0.34, 0.27, 0.37, 0.28, 0.24]
}